No. 1
{"formula": "C22H56N5O10", "method": "ωB97M-V/def2-TZVPD", "total_charge": -1, "energy_ha": -1897.64186, "species": ["N", "O", "O", "O", "C", "O", "C", "C", "N", "C", "C", "O", "C", "H", "H", "H", "H", "H", "H", "H", "H", "H", "H", "H", "H", "H", "H", "H", "C", "O", "C", "C", "N", "C", "C", "O", "C", "H", "H", "H", "H", "H", "H", "H", "H", "H", "H", "H", "H", "H", "H", "H", "C", "O", "C", "C", "N", "C", "C", "O", "C", "H", "H", "H", "H", "H", "H", "H", "H", "H", "H", "H", "H", "H", "H", "H", "C", "C", "C", "O", "C", "N", "H", "H", "H", "H", "H", "H", "H", "H", "H", "H", "H"], "xyz": [[-16.26459, 13.41551, 9.75624], [-15.91881, 14.28608, 10.59186], [-17.37781, 13.39182, 9.31515], [-15.40772, 12.67562, 9.39152], [-15.32193, 5.71756, 9.88226], [-14.06807, 6.17547, 10.44535], [-13.89814, 6.09537, 11.83940], [-12.75823, 7.06783, 12.13435], [-13.06885, 8.50852, 12.43389], [-11.90767, 9.23645, 12.71797], [-12.03090, 10.71220, 12.94253], [-12.92802, 11.27279, 11.88430], [-13.31068, 12.59058, 12.34169], [-15.42458, 6.10668, 8.86927], [-16.07658, 6.15528, 10.53572], [-15.40728, 4.63583, 9.77889], [-13.62052, 5.10913, 12.21137], [-14.73207, 6.46748, 12.43454], [-12.18820, 6.95233, 11.21250], [-12.10464, 6.52670, 12.81853], [-13.65905, 8.48743, 13.25323], [-11.19707, 8.92103, 11.95399], [-11.40066, 8.78169, 13.56898], [-11.07797, 11.24127, 12.95247], [-12.52029, 10.79909, 13.91261], [-13.90824, 13.17233, 11.63985], [-12.38467, 13.12484, 12.55421], [-13.85318, 12.37344, 13.26183], [-17.74429, 11.51262, 6.51846], [-19.06084, 12.14682, 6.63837], [-19.13832, 13.36526, 5.90419], [-20.53029, 13.91200, 6.11566], [-20.77847, 14.37489, 7.52617], [-19.92085, 15.51503, 7.82694], [-20.28497, 16.16634, 9.15564], [-20.05721, 15.29081, 10.24047], [-20.16369, 16.01553, 11.51863], [-17.71862, 10.61438, 7.13540], [-16.89679, 12.02341, 6.97556], [-17.46364, 11.18830, 5.51638], [-18.76940, 13.19716, 4.89239], [-18.39926, 14.10047, 6.22254], [-21.35005, 13.27900, 5.77596], [-20.75067, 14.80825, 5.53578], [-21.75744, 14.61449, 7.59184], [-19.99069, 16.30194, 7.07594], [-18.86712, 15.26225, 7.94463], [-21.32500, 16.49109, 9.12414], [-19.61417, 17.01442, 9.29299], [-19.62230, 16.96132, 11.54039], [-19.60898, 15.48518, 12.29266], [-21.17773, 16.25301, 11.84023], [-15.04838, 20.28023, 3.44402], [-14.38525, 19.05524, 3.54671], [-14.72838, 18.17841, 2.44110], [-15.86283, 17.21229, 2.89534], [-15.44802, 16.36843, 4.08114], [-16.52375, 15.94600, 4.97191], [-16.00604, 15.77529, 6.42983], [-15.47426, 16.97757, 6.93578], [-14.56178, 16.86472, 7.96411], [-14.33842, 21.10690, 3.47031], [-15.52974, 20.43155, 4.41020], [-15.76889, 20.55503, 2.67367], [-13.80107, 17.68733, 2.14608], [-15.01504, 18.77634, 1.57599], [-16.02383, 16.55028, 2.04450], [-16.79540, 17.70033, 3.17859], [-14.90002, 17.00866, 4.63784], [-16.88995, 14.94335, 4.75121], [-17.34992, 16.65480, 5.02784], [-15.34501, 14.91850, 6.29923], [-16.75914, 15.37289, 7.10734], [-15.21448, 16.46673, 8.74107], [-14.15178, 17.81148, 8.31573], [-13.66088, 16.30655, 7.70929], [-19.12306, 11.96482, 16.54471], [-19.79746, 12.38863, 15.17167], [-19.01116, 12.70410, 14.04622], [-17.89758, 11.70552, 13.88021], [-16.87427, 12.10439, 12.99291], [-20.81941, 11.34583, 14.84677], [-19.76276, 12.05408, 17.42272], [-18.27904, 12.63677, 16.70036], [-18.75682, 10.94034, 16.47844], [-20.27934, 13.34497, 15.37489], [-18.59789, 13.68605, 14.27662], [-19.60271, 12.64958, 13.13233], [-16.01464, 11.44599, 13.11792], [-16.49024, 13.11531, 13.12951], [-17.15734, 12.10640, 11.94031], [-21.03578, 11.42935, 13.86376], [-21.72434, 11.60631, 15.21193]], "lowdin_charge": [-0.709, -0.110, -0.021, -0.025, -0.073, -0.195, -0.244, -0.200, -0.033, -0.291, -0.181, -0.190, -0.098, 0.083, 0.085, 0.074, 0.114, 0.117, 0.115, 0.102, 0.112, 0.118, 0.108, 0.117, 0.108, 0.068, 0.073, 0.065, -0.088, -0.169, -0.237, -0.186, -0.036, -0.221, -0.249, -0.166, -0.082, 0.081, 0.066, 0.072, 0.111, 0.078, 0.110, 0.096, 0.098, 0.110, 0.098, 0.112, 0.115, 0.073, 0.071, 0.074, -0.152, -0.186, -0.182, -0.169, -0.046, -0.211, -0.212, -0.189, -0.114, 0.076, 0.084, 0.087, 0.116, 0.105, 0.102, 0.103, 0.080, 0.098, 0.108, 0.127, 0.101, 0.091, 0.080, 0.092, -0.043, -0.446, -0.187, -0.181, -0.119, 0.036, 0.060, 0.067, 0.069, 0.126, 0.127, 0.134, 0.077, 0.077, 0.082, 0.054, 0.056]}


No. 2
{"formula": "C22H57NO14", "method": "ωB97M-V/def2-TZVPD", "total_charge": 0, "energy_ha": -1980.36097, "species": ["C", "C", "C", "N", "C", "C", "C", "C", "C", "H", "H", "H", "H", "H", "H", "H", "H", "H", "H", "H", "H", "H", "H", "H", "H", "H", "H", "C", "C", "O", "O", "H", "H", "H", "C", "C", "O", "O", "H", "H", "H", "H", "H", "H", "C", "C", "O", "O", "H", "H", "H", "H", "H", "H", "C", "C", "O", "O", "H", "H", "H", "H", "H", "H", "C", "C", "O", "O", "H", "H", "H", "H", "H", "H", "C", "C", "O", "O", "H", "H", "H", "H", "H", "H", "C", "C", "O", "O", "H", "H", "H", "H", "H", "H"], "xyz": [[7.27202, 9.80618, 6.18514], [7.40742, 10.51112, 7.59925], [8.38898, 9.84201, 8.60093], [8.45614, 10.55953, 9.98585], [7.13976, 10.40416, 10.77740], [8.85826, 12.02290, 9.90670], [9.32985, 12.34948, 11.32331], [10.01090, 11.10193, 11.87101], [9.62242, 10.01647, 10.87121], [8.27632, 9.80176, 5.76151], [6.54558, 10.37548, 5.60523], [6.91654, 8.78674, 6.33508], [6.44760, 10.50035, 8.11572], [7.70024, 11.54644, 7.42470], [9.43706, 9.78521, 8.30702], [7.90162, 8.87949, 8.75629], [6.38024, 10.96153, 10.22916], [7.13724, 10.86002, 11.76750], [6.95926, 9.33888, 10.92125], [8.06106, 12.75126, 9.75819], [9.57234, 12.30718, 9.13380], [8.51552, 12.63322, 11.98998], [9.92028, 13.26222, 11.40330], [9.78628, 10.83418, 12.90346], [11.08662, 11.25704, 11.78808], [9.38814, 9.03749, 11.28932], [10.50050, 10.04927, 10.22624], [12.61482, 12.31797, 9.59133], [14.00810, 11.89162, 9.91511], [14.96814, 12.60701, 9.61031], [14.12718, 10.79778, 10.49949], [11.96054, 11.45962, 9.43890], [12.56818, 13.05337, 8.78814], [12.29992, 12.88615, 10.46661], [17.10094, 13.88635, 11.81016], [18.36766, 14.70572, 11.60773], [18.69859, 14.93674, 10.23074], [17.24198, 12.62227, 11.22433], [16.31246, 14.38872, 11.24980], [16.85559, 13.81361, 12.86970], [19.14074, 14.15387, 12.14243], [18.17079, 15.63039, 12.15024], [18.62646, 14.15739, 9.67485], [16.41914, 12.47958, 10.75089], [14.80398, 8.34641, 8.01340], [14.91516, 6.89748, 8.54682], [15.45906, 6.07435, 7.48295], [13.93678, 8.44534, 6.86391], [15.71616, 8.85807, 7.70641], [14.48408, 9.06691, 8.76616], [13.93386, 6.53335, 8.85100], [15.58964, 6.76839, 9.39329], [14.67522, 5.95067, 6.94267], [14.41174, 8.51705, 6.03271], [13.71824, 15.71432, 10.41804], [13.13860, 16.15537, 8.99652], [12.96682, 17.55839, 8.89078], [12.91614, 16.07009, 11.52548], [14.65992, 16.25837, 10.49129], [13.77002, 14.62643, 10.37429], [12.15072, 15.69793, 8.94228], [13.79680, 15.78134, 8.21232], [13.64220, 17.85201, 8.27496], [13.00494, 17.02556, 11.49725], [13.90532, 13.11580, 14.70780], [12.79080, 12.97408, 13.60511], [11.95002, 14.15582, 13.47180], [13.45976, 13.81780, 15.82104], [14.81178, 13.60006, 14.34463], [14.25652, 12.12580, 14.99875], [12.06030, 12.19082, 13.80753], [13.41010, 12.69517, 12.75259], [12.32362, 14.75802, 12.82420], [13.32448, 14.73849, 15.58520], [16.37206, 8.76621, 12.10379], [15.90796, 9.70956, 13.18563], [14.53380, 10.01271, 13.11345], [16.65286, 9.26314, 10.82516], [15.74156, 7.89509, 11.92565], [17.32820, 8.30625, 12.35347], [16.46510, 10.64301, 13.26548], [16.03704, 9.23048, 14.15616], [14.39186, 10.23388, 12.19013], [15.89114, 9.75863, 10.51551], [16.13406, 11.48303, 6.41505], [14.91172, 12.39141, 6.30818], [15.09172, 13.59754, 7.02951], [16.56970, 11.24044, 7.75320], [16.97615, 12.09488, 6.09163], [16.03588, 10.61624, 5.76149], [14.03778, 12.04028, 6.85685], [14.57398, 12.45332, 5.27368], [15.06830, 13.37971, 7.96418], [15.80704, 11.23070, 8.33617]], "lowdin_charge": [-0.063, -0.219, -0.086, -0.216, 0.039, -0.112, -0.161, -0.145, -0.072, 0.077, 0.076, 0.072, 0.094, 0.101, 0.135, 0.129, 0.099, 0.105, 0.110, 0.134, 0.134, 0.112, 0.119, 0.125, 0.095, 0.141, 0.114, 0.004, -0.716, -0.036, -0.036, 0.066, 0.082, 0.071, -0.268, -0.236, -0.062, -0.060, 0.102, 0.105, 0.113, 0.113, 0.081, 0.029, -0.216, -0.195, -0.078, -0.091, 0.107, 0.089, 0.111, 0.111, 0.065, 0.073, -0.208, -0.217, -0.064, -0.069, 0.121, 0.085, 0.105, 0.113, 0.086, 0.094, -0.244, -0.189, -0.084, -0.061, 0.102, 0.112, 0.102, 0.097, 0.026, 0.083, -0.255, -0.240, -0.087, -0.065, 0.113, 0.118, 0.115, 0.114, 0.014, 0.030, -0.225, -0.239, -0.085, -0.061, 0.120, 0.103, 0.102, 0.117, 0.024, 0.036]}